(1)
Molecular formula: C5H8O2
Method: DFT, ωB97M-V/def2-TZVPD

The geometry in ORCA input format:
```
! wB97M-V def2-TZVPD RIJCOSX def2/J DEFGRID3
* xyz 0 1
H -0.72 -2.40 -0.77
O -1.49 -1.91 -1.08
H -1.48 -0.25 1.04
H 1.51 0.37 2.13
H 1.40 0.72 -1.12
C 0.13 1.18 0.51
H 2.18 0.51 0.51
H -2.05 0.01 -1.33
H -0.29 2.00 1.10
O 0.47 -0.92 0.75
C 1.18 0.25 1.10
H -0.38 -0.32 -1.81
C 1.35 1.42 -0.27
C -0.67 -0.13 0.31
C -1.15 -0.55 -1.06
*
```

E_HOMO   -8.814 eV
Frontier orbital gap   9.72 eV

***

(2)
Molecular formula: C5H8O2
Method: DFT, ωB97M-V/def2-TZVPD

The geometry in ORCA input format:
```
! wB97M-V def2-TZVPD RIJCOSX def2/J DEFGRID3
* xyz 0 1
H -0.83 1.68 -2.13
O 1.30 -0.71 -1.02
C 0.29 0.99 0.53
H 0.55 -0.58 2.20
H 1.19 1.49 0.18
H -1.68 -0.83 1.00
H -0.72 -1.87 -0.11
H 2.40 -0.59 0.67
C 0.46 -0.42 1.12
C -1.11 0.73 -1.69
C -0.64 0.36 -0.51
H -1.75 0.07 -2.27
H -0.26 1.63 1.22
C -0.79 -0.88 0.36
O 1.59 -1.08 0.46
*
```

E_HOMO   -8.224 eV
Frontier orbital gap   8.71 eV

***

(3)
Molecular formula: C5H8O2
Method: DFT, ωB97M-V/def2-TZVPD

The geometry in ORCA input format:
```
! wB97M-V def2-TZVPD RIJCOSX def2/J DEFGRID3
* xyz 0 1
H 1.97 0.99 1.94
H -2.27 0.53 -0.36
C 1.90 0.65 0.82
H -1.63 -1.72 -0.01
C 1.02 0.36 -0.18
H -1.05 1.69 0.13
H -0.06 -1.99 0.77
H -0.25 -0.77 -1.45
H -1.53 1.41 -1.52
C -1.35 0.99 -0.61
C -0.78 -1.21 0.46
H -1.01 -0.74 1.33
O 2.34 -0.26 -0.90
C -0.34 -0.19 -0.57
O 3.05 0.28 0.15
*
```

SMILES   CC(C)c1coo1
E_HOMO   -9.137 eV
Frontier orbital gap   10.07 eV

***

(4)
Molecular formula: C5H8O2
Method: DFT, ωB97M-V/def2-TZVPD

The geometry in ORCA input format:
```
! wB97M-V def2-TZVPD RIJCOSX def2/J DEFGRID3
* xyz 0 1
H 2.41 -1.32 -0.67
C 1.42 -1.56 -0.29
H -0.60 -0.52 1.28
C 0.43 -0.47 -0.56
H -1.62 1.74 0.66
H 1.08 -2.47 -0.81
C -1.58 0.92 -0.07
H 1.49 -1.79 0.77
O -2.81 0.21 -0.10
C 1.96 1.41 1.54
H 0.48 0.01 -1.54
H -1.36 1.37 -1.06
C -0.52 -0.07 0.29
H -3.52 0.85 -0.20
O 2.75 1.69 0.77
*
```

E_HOMO   -9.499 eV
Frontier orbital gap   10.48 eV

***

(5)
Molecular formula: C5H8O2
Method: DFT, ωB97M-V/def2-TZVPD

The geometry in ORCA input format:
```
! wB97M-V def2-TZVPD RIJCOSX def2/J DEFGRID3
* xyz 0 1
H -2.87 0.30 -0.01
C 0.00 1.26 0.02
H 0.24 1.61 -0.99
H -0.26 2.09 0.67
H 0.16 -1.61 1.33
H -1.18 -1.91 -0.78
H 2.59 -0.49 -0.56
H 1.58 0.61 1.45
C 0.17 -0.84 0.57
C -0.52 -1.05 -0.76
C -0.96 0.06 0.12
H 0.01 -0.85 -1.69
O -2.23 0.10 0.69
C 1.15 0.35 0.48
O 2.12 0.35 -0.53
*
```

SMILES   O[C@H]1C[C@@]2(O)C[C@@H]12
E_HOMO   -9.561 eV
Frontier orbital gap   10.44 eV

***

(6)
Molecular formula: C5H8O2
Method: DFT, ωB97M-V/def2-TZVPD

The geometry in ORCA input format:
```
! wB97M-V def2-TZVPD RIJCOSX def2/J DEFGRID3
* xyz 0 1
C -0.56 -1.09 -0.72
C 0.14 -0.84 0.59
H -0.19 1.99 0.81
C -0.97 0.08 0.13
H 0.00 -0.97 -1.64
C 1.16 0.29 0.36
O 2.04 0.18 -0.74
H 0.14 -1.55 1.41
H -1.28 -1.91 -0.70
H 0.07 1.76 -0.95
O -2.24 0.18 0.67
H -2.84 0.37 -0.06
H 2.83 -0.29 -0.47
H 1.70 0.55 1.28
C -0.01 1.25 0.01
*
```

SMILES   O[C@H]1C[C@@]2(O)C[C@@H]12
E_HOMO   -9.596 eV
Frontier orbital gap   10.47 eV

***

(7)
Molecular formula: C5H8O2
Method: DFT, ωB97M-V/def2-TZVPD

The geometry in ORCA input format:
```
! wB97M-V def2-TZVPD RIJCOSX def2/J DEFGRID3
* xyz 0 1
H -1.36 1.42 -0.23
O 0.59 -2.02 -1.13
H 0.12 -1.55 1.29
O -2.58 1.08 1.34
H 1.92 -0.05 -1.98
C 0.22 -0.62 0.73
H -0.50 0.31 2.50
C 0.93 0.25 -1.60
H 0.11 -2.62 -0.54
C 0.54 -0.77 -0.57
H 0.24 0.22 -2.44
C -1.50 1.09 0.82
H 1.00 1.26 -1.21
C -0.23 0.60 1.48
H 0.51 1.40 1.54
*
```

SMILES   C/C(O)=C\CC=O
E_HOMO   -8.857 eV
Frontier orbital gap   9.63 eV

***

(8)
Molecular formula: C5H8O2
Method: DFT, ωB97M-V/def2-TZVPD

The geometry in ORCA input format:
```
! wB97M-V def2-TZVPD RIJCOSX def2/J DEFGRID3
* xyz 0 1
C -0.09 0.98 -1.31
H 0.42 -1.97 -0.55
C -0.56 -0.39 -1.78
H 0.44 -1.55 2.76
H 1.67 0.18 -0.19
H 0.96 1.65 1.60
C -0.17 -1.05 -0.46
H -1.04 -1.23 0.18
O -0.90 0.87 1.69
H -0.94 1.58 -0.97
C 0.58 0.26 -0.09
C 0.20 0.96 1.18
H -0.14 -1.08 2.74
H 0.54 1.58 -1.98
O -0.98 -0.79 -2.83
*
```

SMILES   O=CC1CC(=O)C1.[H][H]
E_HOMO   -9.877 eV
Frontier orbital gap   10.56 eV

***

Calculated total energy
In order: -345.60339, -345.55640, -345.58481, -345.75343, -345.72490, -345.72690, -345.76007, -345.72088
Unit: Eh
LUMO
In order: 0.90, 0.48, 0.93, 0.98, 0.88, 0.88, 0.77, 0.69
Unit: eV
ΔE to the lowest compared entry with this formula, charge and spin
In order: 5.485, 6.764, 5.990, 1.402, 2.179, 2.124, 1.221, 2.288
Unit: eV